No. 1
The following is a quantum chemistry calculation of the ion C4H7O2 with charge +1, from the OMol25 dataset.

Last column: natural (NBO) charge in e.
Atoms and positions in Å:
C (0.9344, 0.2424, -0.2005)  0.795
C (-1.5879, 0.3307, 0.6068)  -0.062
C (-1.5324, 0.2216, -0.8343)  -0.070
C (1.9067, -0.6809, 0.4200)  -0.755
O (1.2014, 1.2777, -1.0113)  -0.461
O (-0.4182, -0.2667, -0.0143)  -0.357
H (-1.6515, 1.2853, 1.0697)  0.253
H (-2.0269, -0.4214, 1.2666)  0.249
H (-2.1859, -0.5332, -1.2314)  0.254
H (-1.1693, 1.0606, -1.4211)  0.271
H (1.4865, -1.7046, 0.6214)  0.277
H (2.5984, -0.6946, -0.4533)  0.304
H (2.4447, -0.1169, 1.1816)  0.302

Output
2S+1 = 1
net charge = +1
electronic energy = -306.6868 hartree

---

No. 2
The following is a quantum chemistry calculation of a structure of composition C26H21Cl3N6O2PtSi, from the OMol25 dataset.

Last column: natural (NBO) charge in e.
Atoms and positions in Å:
Pt (0.5214, -0.2410, -0.0839)  1.122
C (1.2565, 2.6502, -1.2170)  -0.279
N (0.2238, 1.6643, -1.5638)  -0.657
C (-1.1559, 2.1007, -1.3462)  -0.274
C (-1.4949, 1.8123, 0.0814)  0.432
N (-0.7073, 1.0811, 0.8639)  -0.536
C (-1.2808, 1.0959, 2.1490)  0.150
C (-0.8328, 0.5702, 3.3549)  -0.221
C (-1.6288, 0.7750, 4.4596)  -0.180
C (-2.8399, 1.4860, 4.3720)  -0.170
C (-3.2699, 2.0405, 3.1865)  -0.208
C (-2.4504, 1.8404, 2.0811)  0.087
N (-2.5450, 2.2767, 0.7556)  -0.486
C (2.3621, 1.9423, -0.5067)  0.440
N (2.1468, 0.9761, 0.3865)  -0.508
C (3.4241, 0.5463, 0.8197)  0.166
C (3.8156, -0.4348, 1.7159)  -0.232
C (5.1691, -0.6127, 1.9110)  -0.175
C (6.1194, 0.1745, 1.2411)  -0.174
C (5.7406, 1.1584, 0.3583)  -0.201
C (4.3740, 1.3200, 0.1634)  0.091
N (3.6560, 2.1821, -0.6588)  -0.466
H (0.8334, 3.3988, -0.5449)  0.244
H (1.6345, 3.1699, -2.0980)  0.247
H (0.3575, 1.3324, -2.5127)  0.426
H (-1.8257, 1.5653, -2.0218)  0.260
H (-1.2921, 3.1686, -1.5405)  0.238
H (0.1073, 0.0369, 3.4212)  0.233
H (-1.3135, 0.3914, 5.4203)  0.245
H (-3.4409, 1.6130, 5.2619)  0.247
H (-4.1868, 2.6120, 3.1288)  0.245
H (-3.2790, 2.8557, 0.3758)  0.450
H (3.0912, -1.0319, 2.2337)  0.227
H (5.5094, -1.3728, 2.6013)  0.239
H (7.1715, 0.0102, 1.4294)  0.244
H (6.4713, 1.7675, -0.1569)  0.243
H (4.0573, 2.8578, -1.2914)  0.450
O (1.9531, -0.2580, -3.5352)  -0.534
C (1.4542, -0.8063, -2.5871)  0.726
O (1.9290, -0.8639, -1.3650)  -0.687
C (0.1193, -1.4609, -2.6675)  0.141
C (-0.2002, -2.4113, -3.6406)  -0.196
C (-1.4340, -2.9917, -3.5757)  -0.060
C (-2.3619, -2.5931, -2.5883)  -0.121
C (-3.6629, -3.1413, -2.5159)  -0.140
C (-4.5394, -2.7209, -1.5582)  -0.187
C (-4.1498, -1.7329, -0.6323)  -0.136
C (-2.8967, -1.1837, -0.6780)  -0.264
C (-1.9774, -1.6143, -1.6448)  0.241
N (-0.6955, -1.0881, -1.6995)  -0.497
H (0.5255, -2.6577, -4.4021)  0.262
H (-1.7219, -3.7477, -4.2966)  0.250
H (-3.9465, -3.9040, -3.2304)  0.242
H (-5.5388, -3.1314, -1.5156)  0.248
H (-4.8513, -1.4099, 0.1262)  0.237
H (-2.5977, -0.4302, 0.0360)  0.211
Cl (-1.6994, -2.1644, 2.0029)  -0.306
Si (0.1478, -2.2021, 1.1965)  1.204
Cl (1.4274, -2.5743, 2.7000)  -0.288
Cl (0.2179, -3.6912, -0.1587)  -0.304

Output
2S+1 = 1
net charge = +2
electronic energy = -3271.5227 hartree

---

no.,HOMO-LUMO gap (eV)
1,11.39
2,6.84